Entry 1:
{"formula": "CH2N2O3S", "method": "ωB97M-V with the def2-TZVPD basis set", "total_energy_ha": -772.51176, "de_lowest_ev": 5.3081, "lumo_energy_ev": [-3.20, -2.21], "homo_lumo_gap_ha": [0.265, 0.289], "largest_force_ev_per_a": 4.7, "mol_weight_g_mol": 122.1, "species": ["C", "N", "N", "O", "O", "O", "S", "H", "H"], "positions_angstrom": [[0.6693, 0.3398, -1.6146], [1.0682, 1.4382, -2.0098], [-0.5020, -0.0381, -0.7164], [-1.2097, 0.3758, 2.8988], [0.3248, -1.1613, 1.5701], [-1.0193, 0.6163, 0.2373], [-0.2002, 0.1615, 1.8390], [1.1242, -0.6378, -1.7970], [-0.2551, -1.0944, -0.4074]], "forces_ev_per_a": [[-0.9, 0.0, 1.3], [-0.4, -0.3, 0.3], [2.0, -4.0, -1.5], [1.6, -0.8, -2.2], [-0.5, -0.2, -0.1], [-0.7, 1.2, -0.2], [-0.3, 1.1, 3.6], [0.3, 0.3, -0.5], [-1.0, 2.7, -0.7]], "nbo_charge": [0.057, -0.128, -0.178, -0.843, -0.911, -0.358, 1.768, 0.211, 0.383]}

Entry 2:
{"formula": "C2H3N3O", "method": "ωB97M-V with the def2-TZVPD basis set", "total_energy_ha": -317.45274, "de_lowest_ev": 2.1655, "lumo_energy_ev": 0.56, "homo_lumo_gap_ha": 0.346, "smiles": "[H]/N=c1\\nc[nH]o1", "largest_force_ev_per_a": 1.6, "mol_weight_g_mol": 85.1, "species": ["C", "C", "H", "H", "H", "N", "N", "N", "O"], "positions_angstrom": [[0.7705, 0.0575, -0.0229], [-1.2510, 0.7230, -0.0047], [2.5545, 0.7278, 0.0825], [-2.1611, 1.3357, 0.0581], [-2.0361, -1.3341, 0.0125], [2.0152, -0.1359, -0.0074], [-0.0345, 1.2160, 0.0009], [-1.3178, -0.6025, -0.0127], [-0.0142, -1.0945, 0.0183]], "forces_ev_per_a": [[1.0, 0.4, 0.5], [0.0, 1.3, 0.3], [-0.4, -0.2, -0.2], [0.5, -0.4, -0.2], [0.5, 1.0, 0.0], [0.1, 0.4, 0.1], [-0.9, -1.4, -0.2], [0.0, -1.2, 0.0], [-0.7, 0.2, -0.3]], "nbo_charge": [0.603, 0.251, 0.361, 0.215, 0.431, -0.722, -0.531, -0.300, -0.310]}

What did the first record say?
{"formula": "CH2N2O3S", "method": "ωB97M-V with the def2-TZVPD basis set", "total_energy_ha": -772.51176, "de_lowest_ev": 5.3081, "lumo_energy_ev": [-3.20, -2.21], "homo_lumo_gap_ha": [0.265, 0.289], "largest_force_ev_per_a": 4.7, "mol_weight_g_mol": 122.1, "species": ["C", "N", "N", "O", "O", "O", "S", "H", "H"], "positions_angstrom": [[0.6693, 0.3398, -1.6146], [1.0682, 1.4382, -2.0098], [-0.5020, -0.0381, -0.7164], [-1.2097, 0.3758, 2.8988], [0.3248, -1.1613, 1.5701], [-1.0193, 0.6163, 0.2373], [-0.2002, 0.1615, 1.8390], [1.1242, -0.6378, -1.7970], [-0.2551, -1.0944, -0.4074]], "forces_ev_per_a": [[-0.9, 0.0, 1.3], [-0.4, -0.3, 0.3], [2.0, -4.0, -1.5], [1.6, -0.8, -2.2], [-0.5, -0.2, -0.1], [-0.7, 1.2, -0.2], [-0.3, 1.1, 3.6], [0.3, 0.3, -0.5], [-1.0, 2.7, -0.7]], "nbo_charge": [0.057, -0.128, -0.178, -0.843, -0.911, -0.358, 1.768, 0.211, 0.383]}